1.
5 unconnected molecules or ions with the total composition C52H114ClF3O6P3 in a non-equilibrium geometry. Source: the OMol25 dataset; level of theory: ωB97M-V/def2-TZVPD.

Output
2S+1: 1
HOMO (eV): -5.243
Frontier orbital gap (Eh): 0.1268
Net charge: +1
E_tot (eV): -116579.5967

XYZ file:
```
179
Properties=species:S:1:pos:R:3:forces:R:3
C 10.56111 -3.84454 1.93604 3.3 0.0 2.5
O 9.29533 -3.49048 2.48760 -1.9 0.5 0.2
O 11.35701 -4.26184 3.00657 -1.7 -0.5 -3.3
C 10.32373 -4.76093 0.60640 1.8 3.8 2.1
F 9.80547 -5.85800 0.95828 -1.4 -3.8 0.2
F 9.52494 -4.16381 -0.29228 -1.7 0.7 -0.5
F 11.43053 -4.93225 -0.13659 0.9 -0.8 0.4
C 8.78014 -2.19078 2.26963 -0.7 0.0 -1.4
C 7.39568 -1.92157 2.91092 0.6 -0.9 -0.7
H 7.34068 -2.38294 3.89693 -0.3 0.4 0.1
H 7.08979 -0.87937 2.81947 0.5 0.2 0.7
H 6.67276 -2.36287 2.22481 -0.3 -0.7 0.3
H 8.51714 -2.13058 1.21355 0.4 0.3 -0.6
H 9.46356 -1.36033 2.44682 0.5 -0.3 0.5
H 11.07651 -2.97969 1.51832 -0.3 0.9 -0.6
Cl 1.34470 1.98141 0.61847 0.1 2.0 -0.9
O 0.99116 0.61763 0.40465 -0.1 -1.3 0.6
O 2.27171 2.37717 -0.40966 0.0 0.0 -0.5
O 0.14716 2.77852 0.55697 -1.1 0.3 -0.6
O 1.93226 2.29208 1.87462 0.7 -1.0 1.5
C -1.24070 -4.83094 -2.64560 0.7 -0.4 -0.1
C -0.38986 -6.05630 -2.35479 0.5 0.7 1.3
C 0.96068 -5.60784 -1.67240 -0.2 0.0 0.0
C 2.00025 -6.73793 -1.71347 0.0 0.2 0.5
P 3.71581 -6.52174 -1.01379 0.4 -1.1 -2.0
C 4.40683 -4.85995 -1.46231 -0.4 -0.9 -0.8
C 4.67983 -4.66007 -3.02738 0.3 -0.5 2.1
C 5.46292 -3.37364 -3.20608 0.7 -0.1 1.3
C 5.90702 -3.16830 -4.59673 -1.0 0.7 -1.7
C 4.77371 -7.93219 -1.80504 -0.5 0.7 1.4
C 4.22154 -9.36643 -1.87241 -0.1 -1.0 -1.4
C 5.28052 -10.46535 -2.19478 0.2 0.4 -0.7
C 4.67097 -11.86341 -2.41697 0.1 0.0 1.5
C 3.70796 -6.79284 0.77560 0.7 0.1 0.3
C 5.01417 -7.47657 1.39186 -0.8 0.6 0.8
C 5.09695 -7.28719 2.94298 0.4 -0.2 -0.2
C 6.34376 -7.93568 3.60786 -0.3 0.7 -1.1
H -0.62124 -4.28561 -3.35764 -0.7 0.6 -0.2
H -1.38034 -4.24900 -1.73458 -0.1 0.1 -0.1
H -2.20443 -5.14161 -3.04911 0.1 0.3 -0.1
H -0.22662 -6.60933 -3.27977 0.2 -0.1 0.1
H -0.96300 -6.67034 -1.66013 0.3 -0.5 0.0
H 0.80778 -5.20805 -0.66996 -0.4 -0.5 0.3
H 1.37415 -4.71243 -2.13648 0.0 -0.1 -0.7
H 1.96434 -7.04767 -2.75791 0.9 -0.3 0.0
H 1.66456 -7.59460 -1.12908 -0.3 -0.2 0.0
H 5.32825 -4.74439 -0.89158 0.2 -0.1 -0.1
H 3.72511 -4.13015 -1.02554 -0.2 0.1 -0.2
H 3.80013 -4.77951 -3.65983 -0.2 0.3 0.2
H 5.34510 -5.48597 -3.27914 0.1 0.0 -0.3
H 6.33466 -3.41841 -2.55327 0.1 -0.3 0.2
H 4.95757 -2.47770 -2.84551 -0.5 -0.1 -0.1
H 6.35837 -4.01324 -5.11679 0.4 0.0 0.4
H 6.45666 -2.23802 -4.74024 0.3 -0.3 0.1
H 4.97226 -3.00777 -5.13389 -0.1 0.1 -0.6
H 5.62471 -7.97706 -1.12544 0.3 0.3 -0.2
H 5.10015 -7.55321 -2.77349 0.0 -0.2 0.0
H 3.54544 -9.45016 -2.72327 -0.5 0.2 0.1
H 3.70220 -9.79058 -1.01308 -0.2 0.8 0.4
H 6.01115 -10.46147 -1.38589 0.1 -0.3 0.0
H 5.83178 -10.26392 -3.11328 0.1 0.7 0.0
H 4.62096 -12.30192 -1.42032 -0.3 -0.4 0.0
H 5.30828 -12.54587 -2.97925 0.0 0.3 -0.2
H 3.65607 -11.88145 -2.81416 0.1 0.2 -0.2
H 2.77872 -7.31779 0.99710 0.1 -0.3 0.2
H 3.55162 -5.78764 1.16703 0.2 0.1 0.4
H 5.91878 -7.01387 0.99728 0.0 -0.1 -0.4
H 4.98441 -8.54515 1.17885 0.1 0.0 -0.3
H 4.18228 -7.69097 3.37710 -0.1 0.4 0.2
H 5.27549 -6.22742 3.12494 -0.9 0.2 0.1
H 6.32200 -7.96065 4.69736 -0.5 -0.3 -0.1
H 7.15865 -7.24408 3.39393 0.4 -0.4 -0.2
H 6.51086 -8.90449 3.13712 0.3 -0.1 0.5
C -8.38044 -0.02341 9.04018 -1.7 0.2 0.1
C -6.95056 -0.29980 8.76690 1.9 -0.7 -0.8
C -6.33842 0.28474 7.48883 0.4 1.7 -0.1
C -4.93289 -0.23571 7.05123 -0.8 -0.3 1.0
P -3.92321 0.73659 5.89669 -0.7 -1.0 0.6
C -4.11744 2.52680 6.32689 -0.3 -1.1 0.2
C -3.12363 3.32898 5.52196 1.0 1.6 1.5
C -3.14097 4.91277 5.83825 1.0 -0.8 -1.6
C -1.85931 5.63753 5.25363 -0.7 -0.7 -0.7
C -2.21444 0.11570 6.09997 -0.5 0.7 0.6
C -1.60619 0.57012 7.48766 0.2 -1.0 -1.0
C -0.08730 0.59995 7.35603 -0.1 0.1 0.3
C 0.63967 0.90067 8.65658 0.4 -0.1 -0.3
C -4.47994 0.35128 4.24467 -1.0 1.0 -1.3
C -5.91428 0.88201 3.88686 -0.2 1.2 -0.1
C -6.11696 2.41944 3.53777 0.1 -0.6 0.5
C -7.57899 2.81626 3.78756 -0.3 0.0 0.0
H -8.78558 -0.67449 9.81481 0.3 0.0 0.2
H -9.06025 -0.21258 8.20942 0.3 -0.1 -0.4
H -8.61800 0.99541 9.34620 0.4 0.1 0.1
H -6.77268 -1.36767 8.63987 -0.2 -0.3 0.5
H -6.31276 0.06791 9.57070 -0.1 -0.3 0.3
H -6.14415 1.33809 7.69085 -0.4 0.4 0.0
H -7.09284 0.28333 6.70209 0.3 -0.3 -0.3
H -5.04056 -1.30110 6.84765 0.4 0.0 -0.8
H -4.23782 -0.23056 7.89084 -0.2 0.1 0.7
H -3.95154 2.67391 7.39411 0.5 -0.4 0.2
H -5.18889 2.72514 6.29950 -0.1 0.3 -0.8
H -3.16842 3.12774 4.45163 -0.1 0.3 0.0
H -2.16106 2.95620 5.87212 0.4 0.0 -0.3
H -3.26703 5.24649 6.86821 -0.2 -0.7 0.2
H -4.02990 5.16632 5.26064 0.0 0.9 0.1
H -1.65314 5.20205 4.27591 -0.2 0.2 -0.3
H -0.88871 5.52404 5.73647 -0.4 -0.3 0.8
H -1.98376 6.71055 5.10798 -0.3 -0.1 0.1
H -1.65361 0.39809 5.20899 0.3 0.7 0.2
H -2.20537 -0.96926 5.99566 -0.4 -0.2 0.3
H -1.90118 -0.16157 8.23979 -0.1 0.0 0.1
H -1.96475 1.53851 7.83663 -0.1 0.1 -0.2
H 0.11736 1.36447 6.60654 0.4 -0.1 -0.1
H 0.30100 -0.35894 7.01277 -0.2 0.0 -0.4
H 1.68953 1.08335 8.42741 0.0 0.4 0.0
H 0.70283 0.02222 9.29880 -0.5 0.1 0.2
H 0.19260 1.75597 9.16322 0.2 -0.1 0.2
H -4.46860 -0.71665 4.02675 0.2 -0.1 0.5
H -3.73851 0.78272 3.57219 0.0 0.1 -0.3
H -6.63199 0.64231 4.67143 0.2 -0.1 0.3
H -6.33568 0.36655 3.02383 0.4 -0.3 -0.1
H -5.79413 2.59259 2.51118 -0.2 -0.1 -0.1
H -5.49113 3.09788 4.11757 0.1 -0.3 0.2
H -7.89796 2.53764 4.79191 0.1 -0.2 0.2
H -8.28622 2.34244 3.10679 0.1 -0.2 -0.1
H -7.80478 3.88177 3.74524 0.4 0.1 -0.3
C -4.65777 6.20154 -8.89491 -0.6 1.2 0.0
C -4.70738 7.28798 -7.76089 0.8 -0.7 -0.2
C -3.30648 7.98099 -7.47843 -0.6 -2.0 -0.4
C -2.08256 6.99659 -7.35265 -0.5 0.3 1.4
P -1.93289 6.08138 -5.69464 2.1 -1.1 -1.6
C -2.06134 7.03470 -4.15662 -0.3 0.1 -0.4
C -1.30453 8.38257 -4.10297 0.6 -0.8 -0.2
C -1.69111 9.28743 -2.94795 0.5 0.3 -0.6
C -0.70063 10.48358 -2.75151 -0.8 0.2 -0.5
C -3.15308 4.69555 -5.69167 0.5 0.5 -0.2
C -3.42097 4.01542 -4.37103 -1.5 -0.7 -0.4
C -4.77370 3.20854 -4.51527 0.2 0.3 1.8
C -6.16713 3.91777 -4.56647 0.9 -1.0 0.0
C -0.17488 5.37303 -5.59989 -0.9 0.1 -1.3
C 0.36792 4.59417 -6.88285 0.4 0.3 1.8
C -0.21462 3.18529 -6.97867 -0.3 0.2 1.0
C -0.12346 2.33538 -5.63808 -0.6 0.6 -1.4
H -5.64089 6.26888 -9.36079 0.0 -0.5 -0.1
H -4.43346 5.15253 -8.70166 0.0 0.2 0.6
H -3.98049 6.53294 -9.68203 0.2 0.0 0.0
H -5.19657 6.93487 -6.85308 0.5 -0.6 0.4
H -5.50722 7.97258 -8.04321 0.6 0.7 -0.4
H -3.39373 8.54183 -6.54786 0.2 0.5 -0.4
H -2.99512 8.53420 -8.36450 -0.5 0.7 0.3
H -1.18368 7.59589 -7.49736 0.2 0.1 0.5
H -1.99287 6.28080 -8.16979 -0.5 -0.4 0.2
H -1.57866 6.42520 -3.39266 -0.3 -0.4 0.0
H -3.13570 6.99106 -3.97798 -0.2 0.7 0.4
H -1.38874 8.93511 -5.03876 0.1 0.0 -0.1
H -0.27251 8.06877 -3.94621 0.3 0.2 -0.4
H -1.75905 8.68137 -2.04453 -0.3 0.2 0.1
H -2.66550 9.61554 -3.30994 -0.3 0.5 0.9
H -0.31539 10.88741 -3.68779 0.0 -0.5 -0.4
H 0.17540 10.30562 -2.12781 -0.3 -0.3 0.1
H -1.24651 11.35368 -2.38672 0.0 -0.2 0.6
H -2.85877 3.91361 -6.39173 0.2 0.4 -0.3
H -4.08519 5.12712 -6.05641 0.0 0.1 -0.1
H -3.41065 4.76280 -3.57767 -0.4 -0.4 0.3
H -2.73954 3.19943 -4.13035 0.6 0.6 0.0
H -4.72657 2.57519 -3.62942 -0.5 0.0 0.4
H -4.69197 2.41728 -5.26047 0.2 0.5 -0.7
H -6.82708 3.15683 -4.98302 -0.2 0.4 -0.5
H -6.15070 4.83727 -5.15158 -0.2 -0.1 -0.1
H -6.62365 4.09857 -3.59334 0.5 0.3 0.2
H -0.22934 4.76024 -4.70010 0.2 -0.3 -0.1
H 0.49084 6.20371 -5.36562 -0.1 0.2 0.0
H 1.44700 4.51699 -6.74980 0.1 0.0 0.3
H 0.30326 5.21107 -7.77915 -0.6 -0.1 -0.1
H 0.29837 2.60720 -7.74728 -0.1 0.1 -0.1
H -1.24161 3.35175 -7.30377 -0.2 -0.7 -0.1
H -0.73674 2.62991 -4.78648 0.1 0.7 -0.1
H 0.92104 2.30202 -5.32819 -0.1 -0.4 0.1
H -0.58102 1.37510 -5.87601 0.7 -0.4 0.0
```
Positions in Å, forces in eV/Å.

Mulliken atomic charge list, values in e, 5 entries: atom 1 (C): -0.218, atom 2 (O): -0.217, atom 3 (O): -0.888, atom 4 (C): 0.782, atom 5 (F): -0.253

***

2.
A molecular structure, C23H25N3O2 in a non-equilibrium geometry. Source: the OMol25 dataset; level of theory: ωB97M-V/def2-TZVPD.

Output
2S+1: 1
HOMO (eV): -7.791
ΔE to the lowest compared entry with this formula, charge and spin (kJ/mol): 2012.9
Frontier orbital gap (Eh): 0.2753
E_tot (eV): -32803.0669

XYZ file:
```
53
Properties=species:S:1:pos:R:3:forces:R:3
C -8.40562 -0.99797 0.99402 -1.1 0.2 -11.5
C -6.92528 -1.19383 0.29794 -6.8 2.2 3.2
O -6.62554 -2.03793 -0.42013 1.2 -5.2 -3.7
N -6.17566 -0.19961 0.60716 -0.8 4.2 2.6
C -4.86967 -0.14875 0.11260 -3.6 10.9 9.0
C -4.30948 1.08823 0.78265 -0.1 -0.8 -1.3
C -3.03068 1.30173 0.56400 6.8 1.5 -3.8
C -2.25594 0.56175 -0.53460 -3.0 -3.4 1.6
C -2.92586 -0.58206 -0.96862 3.2 3.0 0.5
C -4.14933 -0.90707 -0.54788 3.6 0.1 -1.2
H -4.73413 -1.55080 -0.88288 -3.5 -7.0 -3.6
H -2.43503 -1.20201 -1.59891 1.6 -1.8 -2.0
N -0.89287 0.67331 -0.84406 -8.8 12.1 10.7
C 0.01849 0.24081 -1.40902 4.5 -15.0 -9.6
O -0.18292 -0.94737 -2.08627 1.5 4.3 2.0
C 1.24349 0.90013 -1.45476 6.0 -0.6 -3.8
N 1.55450 1.58447 -0.33783 -1.3 7.9 -3.9
H 2.16688 2.41832 -0.50280 -1.1 -0.4 -0.7
C 2.05466 1.08242 0.71447 -2.7 -9.2 7.1
C 3.34483 0.51875 0.74252 2.7 -1.8 -2.2
C 4.34720 1.38862 0.54546 -4.5 6.0 3.1
C 5.61487 1.11586 0.63125 8.1 -4.7 -2.3
C 6.04969 -0.17845 0.35019 -1.7 -2.5 1.5
C 4.98376 -1.22588 0.42334 3.4 -0.7 -3.9
C 5.37637 -2.46046 -0.20530 0.6 -1.9 4.5
C 4.49390 -3.56763 -0.04213 -4.1 -1.8 -1.9
C 3.07420 -3.41219 0.10572 11.5 13.3 1.5
C 2.74724 -1.76319 0.29193 -7.9 -14.4 -1.3
C 3.60209 -0.93745 0.51915 7.9 9.7 2.4
H 1.69558 -1.72851 0.48285 -0.5 0.8 -0.4
H 2.30916 -3.87475 -0.01138 -8.7 -6.5 -1.2
H 4.63992 -4.65014 -0.32562 1.2 1.3 0.4
H 6.45267 -2.85089 -0.05634 -1.4 1.3 -1.0
H 7.06281 -0.72613 0.15158 -1.6 2.1 0.5
H 6.46813 1.71381 0.50368 0.4 2.1 0.3
H 4.21185 2.64426 0.81414 -0.4 -3.6 -1.2
C 1.80581 1.83976 1.86179 -2.1 4.2 10.3
H 2.12943 1.30727 3.17127 -0.6 1.1 -4.3
H 0.71024 2.12058 2.18899 1.5 -1.1 -1.4
H 2.21999 2.89130 2.05230 0.3 -1.4 -1.0
H 1.34037 0.05598 1.02333 1.4 2.4 -1.0
C 1.06681 1.89758 -2.57737 2.8 -3.3 -6.5
H 2.05349 2.28829 -2.97271 -0.9 0.0 1.1
H 0.90842 1.07992 -3.65814 0.1 2.4 3.3
H 0.32371 2.63438 -2.74497 -1.0 0.5 1.0
H 2.27526 0.13187 -1.75270 -3.5 1.7 0.4
H -0.45853 1.60545 -0.29418 -1.5 -2.3 -1.2
H -2.32400 2.17655 0.80129 -1.9 -0.8 0.7
H -4.76423 1.96635 1.25485 -0.8 -1.1 0.3
H -6.74033 0.62861 1.27192 3.1 -3.1 -2.8
H -8.87614 -0.02250 0.50625 1.1 -1.7 1.3
H -9.06394 -1.78842 0.56640 0.6 0.3 1.2
H -8.20069 -0.90238 1.89560 0.8 0.5 8.6
```
Positions in Å, forces in eV/Å.

natural (NBO) atomic charge list, values in e, 5 entries: atom 1 (C): -0.697, atom 2 (C): 0.703, atom 3 (O): -0.595, atom 4 (N): -0.608, atom 5 (C): 0.200

***

3.
2 unconnected molecules or ions with the total composition C9H13NO2 in a non-equilibrium geometry. Source: the OMol25 dataset; level of theory: ωB97M-V/def2-TZVPD.

Output
2S+1: 1
HOMO (eV): -8.224
ΔE to the lowest compared entry with this formula, charge and spin (kJ/mol): 220.0
Frontier orbital gap (Eh): 0.3285
E_tot (eV): -15127.3514
SMILES string: Cc1ccc(O)cc1.CC(N)=O

XYZ file:
```
25
Properties=species:S:1:pos:R:3:forces:R:3
C 2.39698 -0.09730 2.73845 -1.1 -0.5 0.4
C 1.62169 0.54084 1.57518 2.2 -0.8 1.4
C 0.32766 0.17750 1.36924 1.3 2.2 -2.4
C -0.30158 0.88167 0.32965 -2.2 0.1 1.7
C 0.31569 1.87886 -0.40186 2.2 0.6 -2.4
O -0.20345 2.58498 -1.47653 -1.5 -0.2 0.0
C 1.74691 2.15767 -0.35195 -1.7 -2.5 3.3
C 2.31976 1.48184 0.78516 -1.2 0.8 -2.3
H 3.41929 -0.25665 2.49720 1.2 0.6 -0.1
H 2.12345 -1.14590 3.00957 -0.6 0.8 -0.4
H 2.24549 0.51528 3.64759 0.5 -0.3 -0.4
H -0.16446 -0.59342 1.87541 -0.6 -0.8 0.9
H -1.39320 0.74155 0.51960 0.5 0.5 -1.7
H -1.09701 2.31396 -1.78190 0.8 -0.1 0.7
H 2.27044 2.79161 -1.08507 -0.5 -0.4 0.7
H 3.35838 1.61992 0.95459 0.8 0.1 0.4
C -1.38050 -2.40085 -0.91556 3.9 3.6 0.6
C -2.39642 -1.39118 -1.39504 -1.4 1.8 -0.5
N -2.68103 -1.09873 -2.78190 -1.4 2.1 4.3
O -3.09525 -0.85476 -0.53465 0.6 -0.2 -1.2
H -0.29511 -2.37033 -1.43348 -2.9 -0.6 0.5
H -2.02424 -3.20716 -0.99362 -0.1 -2.7 0.2
H -1.09667 -2.06793 0.17713 -1.1 -1.0 -2.1
H -3.56498 -0.50163 -2.82651 1.8 -1.5 -0.2
H -2.45182 -1.69986 -3.50071 0.5 -1.3 -1.6
```
Positions in Å, forces in eV/Å.

natural (NBO) atomic charge list, values in e, 5 entries: atom 1 (C): -0.629, atom 2 (C): -0.056, atom 3 (C): -0.179, atom 4 (C): -0.332, atom 5 (C): 0.292

***

4.
A molecular structure, C11H19N4SSr in a non-equilibrium geometry. Source: the OMol25 dataset; level of theory: ωB97M-V/def2-TZVPD.

Output
2S+1: 1
HOMO (eV): -10.412
Frontier orbital gap (Eh): 0.2776
Net charge: +1
E_tot (eV): -29343.5171

XYZ file:
```
36
Properties=species:S:1:pos:R:3:forces:R:3
Sr -0.65397 -0.25394 -0.25525 0.8 0.7 0.2
C 2.68821 0.16139 -0.37919 -0.1 0.2 -0.1
C 2.31895 1.37304 -1.23782 0.0 -0.2 0.2
N 0.87352 1.42854 -1.52616 0.2 0.2 -0.5
C 0.25873 2.74510 -1.27102 0.0 0.0 0.2
C 0.21777 3.09063 0.21999 0.1 -0.1 -0.2
N -0.27393 1.96681 1.04202 -0.2 0.3 0.3
C 0.57360 1.65953 2.20556 0.2 -0.1 -0.1
C 1.92477 1.06449 1.79573 -0.2 0.1 0.0
N 1.79150 0.00074 0.78052 0.3 -0.2 0.2
H 2.60804 -0.74307 -0.98825 0.0 0.0 0.0
H 3.73491 0.26184 -0.07180 0.0 -0.1 0.0
H 2.61749 2.29089 -0.73082 0.0 0.0 0.0
H 2.90411 1.32294 -2.15719 0.0 0.1 0.0
H 0.72934 1.22891 -2.51158 0.1 0.0 0.0
H 0.79071 3.54736 -1.79357 -0.1 0.0 0.0
H -0.76228 2.71239 -1.65983 0.0 0.0 0.0
H 1.21267 3.37477 0.56412 0.0 0.0 0.0
H -0.41608 3.96999 0.34059 0.0 0.0 0.0
H -1.19646 2.20580 1.39331 0.0 0.1 0.0
H 0.76747 2.54949 2.81447 -0.1 0.0 0.1
H 0.03791 0.94187 2.83217 0.0 0.0 0.0
H 2.56828 1.85247 1.40367 0.0 0.0 0.0
H 2.41082 0.68814 2.69688 0.1 0.0 0.0
H 2.03004 -0.88519 1.21394 0.0 0.0 0.0
S -3.10872 -0.49375 -1.27789 -1.0 0.6 -0.6
C -2.79533 -2.11853 -0.77689 0.0 -0.4 0.1
C -3.75517 -3.12593 -0.98683 0.1 -0.1 0.1
C -3.48801 -4.41233 -0.58210 0.0 0.1 0.0
C -2.26755 -4.70402 0.03335 0.1 0.0 0.0
C -1.37664 -3.67641 0.20852 -0.1 -0.1 0.0
N -1.61756 -2.41011 -0.18114 -0.4 -1.3 0.2
H -4.68717 -2.86384 -1.46451 0.0 0.0 0.0
H -4.21900 -5.19485 -0.73927 0.0 0.0 0.0
H -2.02457 -5.70323 0.36406 0.0 0.0 0.0
H -0.41641 -3.85193 0.68223 0.0 0.0 0.0
```
Positions in Å, forces in eV/Å.

natural (NBO) atomic charge list, values in e, 5 entries: atom 1 (Sr): 1.789, atom 2 (C): -0.233, atom 3 (C): -0.249, atom 4 (N): -0.718, atom 5 (C): -0.238